Entry 1:
The following is a DFT calculation (the ωB97M-V functional and the def2-TZVPD basis) of C43H40F3IrN6Se as an isolated structure.

Positions of all 94 atoms, in Å:
1 Ir -0.523 -0.523 1.013
2 C 1.085 -3.658 0.702
3 C 1.169 -3.410 -0.782
4 C 1.015 -4.472 -1.666
5 C 1.157 -4.312 -3.036
6 C 1.494 -3.065 -3.538
7 C 1.662 -1.990 -2.677
8 C 1.465 -2.149 -1.310
9 N 1.614 -1.062 -0.381
10 C 1.916 0.256 -0.748
11 N 1.160 0.824 -1.741
12 C -0.268 0.906 -1.772
13 C -1.045 0.699 -0.628
14 C -2.399 1.039 -0.726
15 C -2.970 1.480 -1.913
16 C -2.180 1.580 -3.050
17 C -0.817 1.309 -2.994
18 C 0.058 1.465 -4.214
19 N 2.911 0.807 -0.161
20 C 3.109 2.206 -0.208
21 C 2.071 3.137 -0.112
22 C 2.340 4.499 -0.079
23 C 3.649 4.950 -0.147
24 C 4.682 4.025 -0.236
25 C 4.437 2.657 -0.260
26 C 5.568 1.666 -0.331
27 H 0.620 -4.623 0.903
28 H 0.485 -2.911 1.226
29 H 2.074 -3.649 1.172
30 H 0.774 -5.449 -1.261
31 H 1.024 -5.157 -3.700
32 H 1.634 -2.922 -4.603
33 H 1.935 -1.023 -3.072
34 H 2.210 -1.308 0.401
35 H 1.612 1.640 -2.128
36 H -3.022 0.950 0.157
37 H -4.025 1.735 -1.952
38 H -2.616 1.890 -3.995
39 H -0.552 1.597 -5.107
40 H 0.694 0.589 -4.357
41 H 0.716 2.337 -4.139
42 H 1.047 2.790 -0.028
43 H 1.521 5.205 0.011
44 H 3.867 6.011 -0.123
45 H 5.709 4.371 -0.284
46 H 6.529 2.181 -0.367
47 H 5.483 1.024 -1.208
48 H 5.560 1.005 0.538
49 C 1.428 4.048 3.707
50 C 0.358 3.641 2.909
51 C 0.250 2.329 2.516
52 C 1.218 1.373 2.925
53 C 2.289 1.801 3.756
54 C 2.388 3.123 4.124
55 N 1.059 0.100 2.515
56 C 1.928 -0.923 2.991
57 C 1.403 -1.913 3.815
58 C 2.211 -2.967 4.216
59 C 3.532 -3.051 3.791
60 C 4.048 -2.061 2.967
61 C 3.253 -0.992 2.569
62 H 1.510 5.084 4.013
63 H -0.389 4.358 2.594
64 H -0.577 1.999 1.899
65 H 3.029 1.086 4.086
66 H 3.214 3.445 4.745
67 H 0.369 -1.848 4.133
68 H 1.798 -3.734 4.860
69 H 4.154 -3.881 4.100
70 H 5.075 -2.113 2.626
71 H 3.639 -0.217 1.916
72 F -2.267 -2.003 2.977
73 C -1.904 -0.724 2.644
74 F -3.138 -0.090 2.448
75 F -1.482 -0.180 3.827
76 C -3.870 -2.028 -3.257
77 N -4.369 -1.745 -1.923
78 C -3.664 -1.931 -0.780
79 Se -1.983 -2.644 -0.647
80 N -4.426 -1.457 0.225
81 C -5.619 -0.938 -0.261
82 C -6.687 -0.315 0.362
83 C -7.735 0.098 -0.449
84 C -7.709 -0.107 -1.832
85 C -6.631 -0.727 -2.451
86 C -5.586 -1.131 -1.636
87 H -2.783 -1.999 -3.228
88 H -4.237 -1.263 -3.939
89 H -4.194 -3.011 -3.596
90 H -4.096 -1.416 1.179
91 H -6.697 -0.156 1.433
92 H -8.589 0.591 -0.002
93 H -8.546 0.223 -2.433
94 H -6.613 -0.886 -3.521

Summary:
- Multiplicity: 5
- Total charge: 0
- ⟨S²⟩: 6.054
- LUMO energy (alpha / beta): 0.656 / -1.735 eV

---

Entry 2:
The following is a DFT calculation (the ωB97M-V functional and the def2-TZVPD basis) of C43H41As2Cl2N3OPS2Ti as an isolated structure.

Positions of all 96 atoms, in Å:
1 Ti 0.939 -0.678 1.369
2 O 0.938 1.174 2.421
3 C 0.361 1.343 1.334
4 C 0.001 2.745 1.010
5 C 0.709 3.718 1.728
6 C 0.564 5.059 1.439
7 C -0.300 5.450 0.424
8 C -1.025 4.502 -0.277
9 C -0.898 3.142 0.003
10 P -1.905 1.890 -0.877
11 C -2.212 2.761 -2.457
12 C -1.264 2.566 -3.463
13 C -1.392 3.195 -4.691
14 C -2.486 4.014 -4.938
15 C -3.443 4.201 -3.952
16 C -3.307 3.581 -2.717
17 C -3.518 2.084 -0.031
18 C -3.742 2.873 1.092
19 C -4.983 2.869 1.720
20 C -6.015 2.087 1.226
21 C -5.802 1.299 0.101
22 C -4.561 1.289 -0.513
23 H 1.389 3.395 2.506
24 H 1.123 5.800 1.995
25 H -0.412 6.500 0.183
26 H -1.704 4.819 -1.058
27 H -0.426 1.899 -3.283
28 H -0.648 3.036 -5.462
29 H -2.595 4.499 -5.899
30 H -4.301 4.833 -4.142
31 H -4.061 3.737 -1.954
32 H -2.950 3.495 1.493
33 H -5.141 3.488 2.594
34 H -6.981 2.091 1.712
35 H -6.602 0.685 -0.293
36 H -4.396 0.657 -1.381
37 C -2.616 -0.859 2.211
38 C -1.627 -1.124 3.285
39 N -0.325 -1.072 3.163
40 C 0.312 -1.377 4.347
41 C -0.516 -1.684 5.374
42 S -2.137 -1.556 4.860
43 C 1.768 -1.314 4.367
44 C 2.579 -1.480 5.442
45 S 4.197 -1.202 4.987
46 C 3.707 -0.881 3.384
47 N 2.419 -0.995 3.192
48 C 4.689 -0.448 2.353
49 H -2.114 -0.443 1.344
50 H -3.385 -0.168 2.554
51 H -3.103 -1.789 1.911
52 H -0.260 -1.949 6.386
53 H 2.305 -1.724 6.454
54 H 5.699 -0.426 2.758
55 H 4.432 0.553 2.006
56 H 4.667 -1.123 1.501
57 C 4.603 -3.274 -0.124
58 As 2.694 -2.827 0.115
59 C 2.099 -4.682 0.070
60 C 2.313 -2.263 -1.723
61 C 2.062 -3.190 -2.728
62 C 1.822 -2.778 -4.032
63 C 1.836 -1.430 -4.346
64 C 2.082 -0.495 -3.350
65 C 2.314 -0.901 -2.042
66 As 2.661 0.386 -0.623
67 C 4.589 0.587 -0.893
68 C 2.139 2.082 -1.416
69 H 4.743 -3.663 -1.132
70 H 4.862 -4.049 0.597
71 H 5.273 -2.432 0.027
72 H 2.695 -5.231 -0.657
73 H 1.044 -4.746 -0.187
74 H 2.251 -5.114 1.057
75 H 2.045 -4.249 -2.506
76 H 1.618 -3.514 -4.799
77 H 1.647 -1.103 -5.360
78 H 2.083 0.557 -3.608
79 H 4.728 0.903 -1.925
80 H 5.095 -0.364 -0.747
81 H 5.011 1.334 -0.223
82 H 2.644 2.226 -2.370
83 H 2.441 2.878 -0.736
84 H 1.060 2.130 -1.551
85 Cl -0.319 -3.984 2.449
86 C -1.135 -3.852 0.915
87 C -1.973 -4.898 0.573
88 C -2.589 -4.912 -0.666
89 C -2.330 -3.891 -1.562
90 C -1.495 -2.846 -1.206
91 Cl -1.152 -1.660 -2.412
92 C -0.888 -2.749 0.067
93 N -0.086 -1.697 0.428
94 H -2.123 -5.704 1.278
95 H -3.244 -5.728 -0.939
96 H -2.764 -3.896 -2.553

Summary:
- Multiplicity: 1
- Total charge: +1
- LUMO energy: -2.692 eV

---

Asked for F_max across the records above, the calculation gives 0.0136, 0.0097 Eh/bohr in order.